{"formula": "C34H38BF6N12SbTl", "method": "wB97M-V/def2-TZVPD", "symbols": ["Tl", "C", "C", "C", "N", "C", "C", "C", "C", "C", "C", "C", "N", "C", "C", "C", "N", "C", "C", "C", "C", "C", "C", "C", "N", "C", "C", "H", "H", "H", "H", "H", "H", "H", "H", "H", "H", "H", "H", "H", "H", "H", "H", "H", "H", "H", "H", "H", "H", "H", "H", "H", "H", "C", "C", "N", "N", "C", "B", "N", "C", "C", "C", "N", "N", "C", "C", "C", "N", "N", "C", "C", "C", "N", "H", "H", "H", "H", "H", "H", "H", "H", "H", "H", "H", "H", "F", "Sb", "F", "F", "F", "F", "F"], "positions_angstrom": [[-0.2636, -0.1109, -0.0568], [2.9974, -2.6464, 2.3980], [1.8887, -1.9035, 3.1549], [1.5563, -0.4998, 2.5975], [0.1783, -0.3976, 2.1489], [-0.7962, -0.2797, 3.0170], [-0.5695, 0.0496, 4.3760], [-1.3817, -0.0029, 5.4884], [-2.6427, -0.5707, 5.6328], [-3.4250, -1.0482, 4.5951], [-3.2423, -0.9237, 3.2298], [-2.1714, -0.3936, 2.4631], [-2.2862, -0.0810, 1.1998], [-3.5863, 0.0311, 0.5855], [-3.9854, -1.2297, -0.1825], [-3.0642, -1.4353, -1.3849], [-1.6979, -1.7290, -1.0125], [-1.2553, -2.9538, -1.0241], [-2.1336, -4.0744, -1.0637], [-1.9272, -5.4037, -1.3666], [-0.7849, -6.0354, -1.8366], [0.4653, -5.4461, -1.9460], [0.8969, -4.2110, -1.5021], [0.2249, -3.1057, -0.9148], [0.8753, -2.1110, -0.3594], [2.2973, -2.2471, -0.0872], [2.6027, -3.2550, 1.0455], [3.3312, -3.4747, 3.0305], [3.8561, -1.9778, 2.2711], [2.1964, -1.8080, 4.1986], [0.9795, -2.5102, 3.1478], [2.1793, -0.2867, 1.7412], [1.8032, 0.2716, 3.3283], [0.4103, 0.4733, 4.5598], [-0.9383, 0.4052, 6.3908], [-3.0422, -0.6426, 6.6374], [-4.3499, -1.5362, 4.8880], [-4.0586, -1.3147, 2.6345], [-3.5446, 0.8610, -0.1280], [-4.3507, 0.2757, 1.3331], [-5.0186, -1.1289, -0.5285], [-3.9277, -2.0989, 0.4781], [-3.0511, -0.5078, -1.9690], [-3.4592, -2.2226, -2.0373], [-3.1521, -3.8417, -0.7787], [-2.8053, -6.0356, -1.2732], [-0.8728, -7.0698, -2.1468], [1.2366, -6.0627, -2.3966], [1.9559, -4.0448, -1.6493], [2.6747, -1.2701, 0.1752], [2.8425, -2.5272, -0.9949], [3.4194, -3.9068, 0.7229], [1.7238, -3.8878, 1.1881], [-1.5236, 4.1648, 0.3086], [-1.6350, 2.8039, 0.5689], [-0.9980, 2.1038, -0.3632], [-0.4548, 2.9906, -1.2316], [-0.7572, 4.2422, -0.8358], [0.4494, 2.4657, -2.3673], [-0.2614, 1.2793, -3.0618], [-1.0267, 1.2702, -4.1691], [-1.2495, -0.0451, -4.5221], [-0.5853, -0.7843, -3.5358], [-0.0077, 0.0227, -2.6548], [1.7651, 1.9427, -1.7463], [3.0038, 2.3561, -2.0744], [3.8913, 1.8319, -1.1658], [3.0887, 1.1106, -0.2819], [1.8114, 1.1628, -0.6444], [0.8130, 3.5032, -3.4355], [1.1712, 3.2371, -4.7197], [1.6546, 4.3942, -5.2767], [1.5684, 5.3363, -4.2358], [1.0784, 4.7907, -3.1390], [-1.9130, 4.9809, 0.8901], [-2.1205, 2.3025, 1.3888], [-0.3796, 5.0843, -1.3813], [-1.3546, 2.1873, -4.6296], [-1.8107, -0.4151, -5.3630], [-0.5013, -1.8537, -3.4386], [3.1726, 2.9995, -2.9215], [4.9532, 1.9904, -1.1066], [3.4245, 0.6068, 0.6065], [1.0702, 2.2509, -5.1391], [2.0122, 4.5388, -6.2819], [1.8516, 6.3769, -4.2343], [0.9554, 2.5002, 1.9009], [2.1399, 3.8216, 2.5866], [0.7580, 5.1239, 2.5615], [2.6412, 4.3302, 0.8305], [3.3832, 5.0741, 3.2941], [3.5101, 2.4837, 2.6573], [1.6035, 3.3204, 4.3444]], "forces_ev_per_a": [[-0.117, -0.167, 0.176], [-0.200, -0.019, -0.024], [0.113, 0.048, -0.069], [-0.066, -0.056, 0.110], [-0.130, 0.178, 0.023], [0.211, -0.155, -0.062], [0.084, 0.160, 0.140], [-0.061, -0.181, -0.136], [-0.027, 0.000, 0.163], [0.080, 0.156, 0.004], [-0.104, -0.149, 0.090], [-0.150, 0.129, -0.199], [0.147, 0.122, 0.198], [-0.154, -0.204, -0.008], [0.153, 0.128, -0.024], [-0.160, -0.038, 0.115], [0.261, -0.114, 0.029], [-0.201, 0.266, -0.083], [-0.102, -0.271, 0.068], [0.069, 0.116, -0.096], [0.118, -0.207, -0.100], [-0.255, 0.046, 0.151], [0.116, -0.041, -0.106], [0.286, 0.090, 0.204], [-0.210, -0.064, -0.138], [-0.033, -0.181, -0.010], [0.062, 0.177, 0.010], [0.089, 0.047, 0.003], [0.033, -0.028, -0.005], [-0.041, -0.015, 0.006], [-0.013, 0.003, 0.017], [0.076, 0.051, 0.020], [0.023, 0.055, -0.072], [-0.033, -0.003, -0.004], [0.036, -0.036, 0.005], [-0.010, -0.012, -0.018], [-0.029, 0.025, -0.026], [0.028, 0.008, -0.006], [-0.029, 0.025, 0.023], [0.026, 0.052, -0.033], [0.008, -0.015, -0.020], [-0.057, -0.014, 0.006], [0.014, -0.010, -0.024], [0.024, 0.051, -0.022], [0.035, 0.038, 0.008], [-0.036, 0.038, -0.010], [-0.024, 0.008, 0.034], [0.040, 0.011, 0.023], [-0.005, -0.007, 0.046], [0.068, 0.041, -0.027], [-0.010, 0.036, -0.005], [-0.036, -0.042, 0.006], [0.030, -0.081, -0.028], [-0.013, 0.069, -0.092], [0.009, 0.040, -0.010], [0.032, -0.253, -0.252], [-0.039, 0.330, -0.019], [0.000, -0.185, 0.083], [0.021, -0.214, 0.244], [-0.079, 0.133, -0.232], [-0.119, -0.056, 0.040], [-0.050, 0.011, -0.020], [0.021, 0.149, -0.067], [0.119, -0.108, -0.220], [0.103, 0.145, -0.093], [0.055, -0.058, -0.004], [-0.025, 0.049, 0.022], [0.136, 0.081, -0.092], [0.062, -0.058, 0.223], [-0.101, -0.041, -0.252], [0.027, -0.035, -0.005], [0.025, -0.009, -0.043], [0.019, -0.092, 0.048], [-0.100, 0.180, 0.234], [0.040, -0.005, 0.022], [0.060, -0.028, -0.018], [0.047, 0.074, -0.074], [0.041, -0.005, 0.001], [0.008, 0.015, 0.000], [-0.035, -0.027, 0.092], [-0.040, 0.050, 0.056], [-0.008, 0.011, -0.014], [-0.133, -0.007, 0.052], [0.029, 0.014, 0.011], [0.005, -0.021, 0.012], [-0.021, 0.010, 0.000], [0.057, 0.086, 0.029], [0.233, 0.024, 0.268], [0.125, -0.121, -0.008], [-0.062, -0.180, 0.106], [-0.231, -0.129, -0.063], [-0.238, 0.151, -0.127], [0.087, 0.017, -0.161]], "lowdin_charge": [1.034, -0.206, -0.154, -0.215, -0.034, -0.222, -0.009, -0.088, -0.135, -0.109, -0.033, -0.229, -0.051, -0.238, -0.162, -0.226, -0.039, -0.239, -0.029, -0.106, -0.139, -0.102, -0.034, -0.239, -0.014, -0.212, -0.165, 0.103, 0.115, 0.107, 0.116, 0.053, 0.101, 0.101, 0.104, 0.085, 0.097, 0.087, 0.106, 0.114, 0.114, 0.105, 0.113, 0.113, 0.089, 0.099, 0.085, 0.100, 0.091, 0.056, 0.109, 0.106, 0.112, -0.041, -0.145, -0.008, 0.040, -0.043, -0.651, 0.001, -0.092, -0.054, -0.147, 0.032, 0.026, -0.051, -0.037, -0.155, 0.033, -0.017, -0.107, -0.075, -0.161, 0.074, 0.100, 0.111, 0.102, 0.126, 0.090, 0.109, 0.118, 0.097, 0.094, 0.117, 0.084, 0.097, -0.342, 1.369, -0.374, -0.360, -0.382, -0.379, -0.383], "gap_ha": 0.2525, "homo_ev": -4.713, "total_charge": -1, "e_above_lowest_kj_mol": 0.0}